Density functional theory data (ωB97M-V/def2-TZVPD) for a structure of composition C37H25AsBrCl2NO2ReSe3Te.

```
74
Properties=species:S:1:pos:R:3:lowdin_spin:R:1
Re 2.327 0.685 -0.540 0.90
Br 2.675 -1.576 -1.771 -0.01
C 1.814 -1.053 -3.390 -0.01
C 1.624 -2.011 -4.341 0.01
C 1.008 -1.647 -5.552 -0.01
C 0.638 -0.347 -5.758 0.01
C 0.848 0.646 -4.771 0.00
C 0.486 1.992 -5.011 0.04
C 0.718 2.935 -4.056 0.00
C 1.268 2.575 -2.807 0.04
C 1.616 1.282 -2.462 -0.02
C 1.437 0.304 -3.517 0.01
H 1.948 -3.030 -4.171 0.00
H 0.849 -2.397 -6.316 0.00
H 0.184 -0.049 -6.696 0.00
H 0.048 2.252 -5.968 0.00
H 0.476 3.975 -4.244 0.00
H 1.458 3.375 -2.106 0.00
Se 6.053 -0.211 -0.254 0.03
Se 4.664 0.924 -1.642 -0.01
Te 4.028 2.835 0.012 -0.04
Se 2.897 4.899 -0.499 -0.02
Cl 3.344 -1.258 4.091 0.00
C 2.416 0.151 3.713 0.01
C 1.829 0.887 4.749 0.00
C 1.059 1.987 4.481 0.01
Cl 0.324 2.855 5.797 0.00
C 0.825 2.398 3.153 0.00
C -0.011 3.474 2.765 0.00
C -0.209 3.727 1.444 0.00
C 0.445 2.943 0.474 0.00
N 1.258 1.963 0.803 -0.01
C 1.444 1.657 2.129 0.00
C 2.274 0.520 2.378 0.00
O 2.805 -0.107 1.378 0.03
H 1.988 0.571 5.771 0.00
H -0.490 4.073 3.527 0.00
H -0.844 4.537 1.113 0.00
H 0.300 3.119 -0.578 0.00
O 0.590 -0.372 -0.232 0.03
As -0.813 -0.986 0.403 0.01
C -1.509 -0.064 1.926 0.00
C -1.104 -0.463 3.198 0.00
C -1.609 0.194 4.308 0.00
C -2.518 1.232 4.149 0.00
C -2.923 1.622 2.880 0.00
C -2.418 0.976 1.762 0.00
C -2.135 -0.947 -0.970 0.00
C -3.470 -1.238 -0.702 0.00
C -4.387 -1.215 -1.740 0.00
C -3.972 -0.897 -3.028 0.00
C -2.642 -0.596 -3.285 0.00
C -1.716 -0.620 -2.252 0.00
C -0.366 -2.748 0.984 0.00
C -1.306 -3.772 1.014 0.00
C -0.931 -5.019 1.489 0.00
C 0.368 -5.229 1.935 0.00
C 1.299 -4.201 1.906 0.00
C 0.939 -2.950 1.423 0.00
H -0.397 -1.274 3.324 0.00
H -1.285 -0.098 5.298 0.00
H -2.906 1.744 5.020 0.00
H -3.628 2.434 2.761 0.00
H -2.731 1.280 0.769 0.00
H -3.798 -1.466 0.306 0.00
H -5.427 -1.440 -1.544 0.00
H -4.695 -0.878 -3.834 0.00
H -2.315 -0.339 -4.284 0.00
H -0.677 -0.376 -2.437 0.00
H -2.317 -3.610 0.659 0.00
H -1.650 -5.827 1.509 0.00
H 0.656 -6.204 2.308 0.00
H 2.309 -4.366 2.257 0.00
H 1.665 -2.142 1.390 0.00
```

Relative energy (zero: lowest compared OMol25 entry of this formula, charge and spin)   2.22 kcal/mol
Gap between HOMO and LUMO (spin up / spin down)   6.000 / 5.907 eV
Charge   0
LUMO (spin up / spin down)   -0.8113 / -0.9023 eV
Spin multiplicity   2